Version i
18
Properties=species:S:1:pos:R:3:mulliken_charge:R:1 method="wB97M-V/def2-TZVPD" orbital_gap_ev=9.13 mol_weight_da=108.2 total_charge=+1 lumo_energy_ev=-5.888
C 1.194 1.732 -1.411 0.2366
C 2.189 2.563 -1.323 -0.4477
C -0.151 1.283 -2.019 -0.2908
C 0.940 -1.068 -0.894 -0.7819
C 0.294 -0.385 0.264 1.4048
C -1.138 -0.681 0.620 -1.4287
C 1.041 0.091 1.477 -1.4798
N 0.449 0.563 -0.905 0.2679
H -1.087 1.910 -1.960 0.2801
H -0.060 1.010 -3.118 0.2621
H 1.975 -1.090 -0.944 0.3240
H 0.360 -1.759 -1.409 0.3177
H -1.482 0.073 1.301 0.4452
H -1.200 -1.650 1.055 0.3802
H -1.652 -0.816 -0.399 0.3626
H 0.399 0.183 2.432 0.3494
H 1.394 1.105 1.296 0.3652
H 1.863 -0.458 1.598 0.4331

---

Version ii
18
Properties=species:S:1:pos:R:3:mulliken_charge:R:1 method="wB97M-V/def2-TZVPD" orbital_gap_ev=8.15 mol_weight_da=108.2 total_charge=+1 lumo_energy_ev=-5.046
C -1.356 -1.322 -0.500 -0.4573
C -0.800 -0.595 0.690 0.1132
C 1.430 -0.633 -0.434 0.0020
C 0.633 -0.343 0.785 -0.6081
C -2.113 -0.288 -0.965 -0.6354
C 2.486 0.116 -0.759 -0.8478
C -1.660 0.537 0.177 0.3410
N -1.823 1.791 0.554 -0.2775
H -1.088 -2.297 -0.858 0.5338
H -1.068 -1.025 1.625 0.4938
H 0.741 0.651 1.076 0.2969
H 1.047 -1.033 1.497 0.3713
H 1.314 -1.602 -0.927 0.2215
H -2.747 -0.090 -1.806 0.4569
H 2.938 0.991 -0.196 0.2249
H 3.058 -0.131 -1.637 0.2737
H -1.344 2.114 1.362 0.2454
H -2.533 2.341 0.271 0.2516

---

Which of them is most stable, and which least? Most stable: version ii; least stable: version i.

---

Version i
18
Properties=species:S:1:pos:R:3:mulliken_charge:R:1 method="wB97M-V/def2-TZVPD" smiles="C=C=C=[N+]1CC1(C)C" orbital_gap_ev=8.76 mol_weight_da=108.2 total_charge=+1 lumo_energy_ev=-5.615
C -3.350 -0.727 0.025 -0.3780
C -2.620 0.289 0.420 0.1664
C -1.541 0.865 0.144 0.1329
N -0.441 0.508 -0.310 0.1130
C 0.442 0.697 -1.346 -0.5636
C 0.955 0.239 -0.028 0.9956
C 1.318 -1.277 -0.003 -1.7127
C 1.709 0.986 1.056 -1.4287
H -3.343 -1.678 0.583 0.2695
H -4.266 -0.705 -0.705 0.2701
H 0.656 1.775 -1.659 0.2836
H 0.460 0.016 -2.087 0.3078
H 0.545 -1.834 -0.252 0.5121
H 1.622 -1.507 0.931 0.4813
H 2.175 -1.277 -0.724 0.3811
H 1.172 1.022 2.038 0.3288
H 1.705 2.014 0.910 0.4990
H 2.801 0.594 1.007 0.3419

---

Version ii
18
Properties=species:S:1:pos:R:3:mulliken_charge:R:1 method="wB97M-V/def2-TZVPD" orbital_gap_ev=7.51 mol_weight_da=108.2 total_charge=+1 lumo_energy_ev=-4.621
C -0.162 1.211 2.840 -0.8889
C -0.553 0.513 1.860 0.3824
C 0.351 -0.170 1.095 -0.2756
C 1.161 0.926 1.859 0.0194
C -1.069 -0.007 -0.678 0.2171
C -1.432 -0.294 -2.078 -1.1838
C 1.035 -1.043 -1.080 -0.9856
N 0.144 -0.326 -0.261 0.2316
H -0.391 1.598 3.837 0.3754
H 1.413 1.801 1.335 0.3401
H 1.800 0.457 2.660 0.2645
H -1.770 0.514 -0.028 0.4338
H -0.545 0.052 -2.705 0.2877
H -2.272 0.211 -2.487 0.3733
H -1.510 -1.417 -2.049 0.3184
H 1.414 -0.446 -1.947 0.4011
H 0.501 -1.945 -1.449 0.3432
H 1.888 -1.634 -0.724 0.3460

---

Which of them is most stable, and which least? Most stable: version i; least stable: version ii.

---

Version i
9
Properties=species:S:1:pos:R:3:mulliken_charge:R:1 method="wB97M-V/def2-TZVPD" smiles="C=PI.OS" orbital_gap_ev=9.13 mol_weight_da=222.0 lumo_energy_ev=-0.103
C -2.267 0.775 -1.909 -0.4609
P -1.301 2.124 -1.842 -0.0017
I -2.389 3.502 -0.159 -0.0572
H -2.007 -0.002 -2.609 0.2774
H -3.148 0.604 -1.313 0.2459
O 2.766 0.348 2.581 -0.4605
S 2.140 -0.166 1.135 -0.0302
H 3.719 0.202 2.589 0.3461
H 1.556 -1.295 1.589 0.1411

---

Version ii
9
Properties=species:S:1:pos:R:3:mulliken_charge:R:1 method="wB97M-V/def2-TZVPD" smiles=CP(I)SO orbital_gap_ev=8.75 mol_weight_da=222.0 lumo_energy_ev=-0.035
C -0.304 1.461 -0.101 -0.9589
P 0.724 0.215 0.853 0.0678
I 2.913 0.360 -0.115 -0.0260
S 0.238 -1.614 -0.456 0.0297
O -1.146 -2.292 0.204 -0.4866
H -0.124 2.523 0.170 0.3431
H -1.257 0.980 -0.248 0.3366
H 0.011 1.476 -1.148 0.3528
H -1.054 -3.110 0.841 0.3415

---

Which of them is most stable, and which least? Most stable: version ii; least stable: version i.

---

Version i
9
Properties=species:S:1:pos:R:3:mulliken_charge:R:1 method="wB97M-V/def2-TZVPD" orbital_gap_ev="7.82 / 7.82" mol_weight_da=222.0 lumo_energy_ev="-0.241 / -0.241"
C 0.923 1.241 0.050 -1.0352
O 0.486 -1.968 -0.103 -0.4494
P -1.028 0.053 -0.917 0.1488
S -1.057 -1.563 0.455 0.0409
I -2.925 1.206 0.106 -0.0531
H 1.341 0.884 -0.817 0.4218
H 1.015 0.744 0.948 0.3010
H 0.615 2.287 0.204 0.3266
H 0.630 -2.884 0.075 0.2984

---

Version ii
9
Properties=species:S:1:pos:R:3:mulliken_charge:R:1 method="wB97M-V/def2-TZVPD" orbital_gap_ev="7.87 / 7.46" mol_weight_da=222.0 lumo_energy_ev="-1.009 / -0.290"
C 1.153 1.765 -0.364 -0.9972
O -0.422 -3.032 0.626 -0.4682
P -0.899 -0.708 -0.823 0.0586
S -1.353 -1.688 0.904 0.0939
I -2.646 0.854 -0.250 -0.0206
H 0.855 1.735 0.636 0.3790
H 0.710 2.455 -1.046 0.3291
H 2.168 1.428 -0.569 0.2906
H 0.433 -2.809 0.885 0.3346

---

Which of them is most stable, and which least? Most stable: version i; least stable: version ii.